C19H34ErN3O5P2 | the ωB97M-V functional and the def2-TZVPD basis

XYZ file:
```
64
Properties=species:S:1:pos:R:3:nbo_charge:R:1
Er -0.60830 0.34704 0.33933 2.1811
P -0.47585 1.81617 2.76280 0.7275
C -1.03819 3.52092 2.35770 -0.7681
C -0.46192 3.97960 1.04621 0.2498
N -0.13245 3.06575 0.08800 -0.6100
C 0.39478 3.58830 -1.05480 0.2291
C 0.53926 4.95396 -1.28879 -0.2391
C 0.13497 5.85565 -0.31238 -0.0859
C -0.37378 5.35936 0.88016 -0.2339
C 0.84791 2.68896 -2.17792 -0.7399
P 0.03703 1.04340 -2.13899 0.6830
H -0.69333 6.01839 1.69322 0.2518
H 0.91734 5.28832 -2.25982 0.2476
H 0.20763 6.92210 -0.48129 0.2526
H 0.66092 3.18689 -3.14482 0.2737
H 1.93943 2.52286 -2.14349 0.2754
H -2.14685 3.52101 2.31139 0.2719
H -0.78699 4.23486 3.16298 0.2698
H -5.12125 1.04483 -0.44430 0.4655
O -5.34659 1.83626 0.10687 -0.9491
H -6.05403 2.25785 -0.41039 0.4896
H -3.25886 -1.63098 -2.60650 0.4516
O -4.19795 -1.45671 -2.82001 -0.9394
H -4.45302 -2.23378 -3.35209 0.4934
C -1.45299 1.28138 -3.17518 -0.9288
H -1.22044 1.56623 -4.21613 0.2772
H -2.00601 0.32214 -3.19172 0.2546
H -2.09048 2.06876 -2.72666 0.2592
C 1.13745 -0.03454 -3.09812 -0.9295
H 0.63665 -1.02126 -3.11794 0.2714
H 1.31699 0.29654 -4.13331 0.2719
H 2.11100 -0.09167 -2.57353 0.2589
C 1.08369 2.19164 3.67134 -0.9206
H 0.98035 2.83554 4.56526 0.2668
H 1.49069 1.21294 3.98105 0.2722
H 1.78569 2.69642 2.98303 0.2473
C -1.68994 1.30588 4.03500 -0.9359
H -1.37719 0.28439 4.31217 0.2756
H -1.73558 1.93774 4.93794 0.2686
H -2.68698 1.29453 3.56068 0.2440
C 2.75760 -3.69466 -1.91814 -0.6137
C 2.82733 -3.53416 -0.41865 -0.3750
C 1.48388 -3.54660 0.40211 -0.2518
C 0.58392 -4.81537 0.16186 -0.3826
C -0.17506 -4.94337 -1.13798 -0.6141
C 1.96073 -3.68913 1.87382 0.7146
O 2.68233 -4.60461 2.24693 -0.5164
N 1.52417 -2.75075 2.81392 -0.6508
C 0.88663 -1.55837 2.49292 0.8118
O 0.40575 -0.80697 3.32292 -0.6311
N 0.77532 -1.29109 1.15328 -0.8877
C 0.71137 -2.25618 0.21512 0.7560
O -0.05600 -1.89241 -0.76772 -0.7532
H 2.44868 -4.70402 -2.20749 0.2240
H 3.76569 -3.54785 -2.32546 0.2388
H 2.09934 -2.94622 -2.36978 0.1937
H 3.49454 -4.31469 -0.01551 0.2634
H 3.30976 -2.57702 -0.16985 0.2005
H 1.21281 -5.71054 0.31743 0.2526
H -0.14464 -4.81133 0.98975 0.2092
H 0.48343 -4.97819 -2.00687 0.2169
H -0.73639 -5.88314 -1.10545 0.2393
H -0.88585 -4.12241 -1.25557 0.2042
H 1.77183 -2.89861 3.78146 0.4505
```

## Properties
Multiplicity = 4
Energy relative to the best compared isomer or geometry (same formula, charge and spin) = 14.6 kcal per mole
Total charge = +2
Strongest force on any atom = 2.223 eV/Å

***

C7H9BrClNO | the ωB97M-V functional and the def2-TZVPD basis

XYZ file:
```
20
Properties=species:S:1:pos:R:3:nbo_charge:R:1
C -0.24209 -0.38340 2.32998 -0.1431
C 1.69335 0.82127 1.43331 0.2227
C -1.01868 0.40211 1.59567 -0.1351
C 1.29689 -0.45021 2.17425 -0.5410
C -0.37533 1.17249 0.51038 0.2672
C 0.02096 -0.47470 -3.09622 -0.6674
C -0.85333 -0.52238 -1.83453 -0.0590
N 0.89703 1.53983 0.67671 -0.4666
O -0.20126 -0.60515 -0.74016 -0.6219
Cl -1.36179 2.19869 -0.37881 0.1441
Br -2.90618 0.59101 1.88879 0.0894
H -0.62034 -1.03492 3.05155 0.2218
H 2.74627 1.18908 1.50799 0.1990
H 1.75743 -0.42615 3.19837 0.2504
H 1.41598 -1.36580 1.48454 0.3003
H 1.03069 -0.58262 -2.64083 0.2173
H -0.05636 -1.45046 -3.62514 0.2057
H 0.06513 0.41798 -3.71217 0.2112
H -1.57847 -1.33487 -2.03316 0.1532
H -1.70990 0.29822 -1.79053 0.1516
```

## Properties
Multiplicity = 1
Total charge = 0
Energy = -3436.1689 Ha
Strongest force on any atom = 5.315 eV/Å

***

C6H12N3 | the ωB97M-V functional and the def2-TZVPD basis

XYZ file:
```
21
Properties=species:S:1:pos:R:3:nbo_charge:R:1
H -2.16482 -2.04374 0.93531 0.4019
N -1.50681 -1.25811 0.47195 -0.5797
C -2.14690 -0.31988 -0.05260 0.3707
C -3.59433 0.09712 -0.17402 -0.7047
N -1.33575 0.67345 -0.73218 -0.0082
N -0.24568 0.89251 -0.32149 0.0894
C 0.93433 0.76975 0.06821 0.3436
C 1.62004 1.69546 0.99837 -0.6527
C 1.66441 -0.20110 -0.86600 -0.4093
C 2.34673 -1.28394 -0.08284 -0.6093
H -3.64158 1.17621 -0.09758 0.2552
H -4.34658 -0.46858 0.43840 0.2655
H -3.96306 -0.11112 -1.24972 0.2725
H 2.08413 0.95021 1.70374 0.2674
H 1.03366 2.33017 1.48949 0.2427
H 2.44046 2.32443 0.50486 0.2781
H 0.78391 -0.73470 -1.35876 0.2247
H 2.30399 0.25142 -1.62136 0.2632
H 1.81524 -1.78896 0.59430 0.2261
H 3.28630 -0.97427 0.24592 0.2210
H 2.63234 -1.97633 -0.89400 0.2419
```

## Properties
Multiplicity = 1
Energy relative to the best compared isomer or geometry (same formula, charge and spin) = 106.4 kcal per mole
Total charge = +1
Structure (SMILES) = [H]/N=C(\C)N=[N+]=C(C)CC
Strongest force on any atom = 4.933 eV/Å

***

C49H69BIN4O10S2 | the ωB97M-V functional and the def2-TZVPD basis

XYZ file:
```
136
Properties=species:S:1:pos:R:3:mulliken_charge:R:1
C 5.01910 -1.01325 0.97887 -0.9920
C 5.16173 -2.25524 0.09794 -0.8837
C 3.79207 -2.85711 -0.28869 0.7385
C 3.53125 -4.20107 0.38276 -0.9269
C 2.08157 -4.65290 0.43626 -0.9541
C 1.44648 -4.98764 -0.91245 -1.0810
C 0.81503 -3.79830 -1.65619 0.7357
C 1.23960 -3.69164 -3.10969 -1.5378
N 0.78658 -2.42961 -3.75955 0.8311
C 1.92807 -1.59159 -4.17782 -1.4457
C 1.71475 -0.08014 -4.11962 -0.2382
C 2.92790 0.64997 -3.56406 -0.5051
C 2.72011 2.14399 -3.34584 -0.7154
C 3.78558 2.74792 -2.43118 -0.3748
C 4.10477 4.21028 -2.73962 -1.0110
C 4.47191 5.01300 -1.49603 -0.5383
C 3.24792 5.29065 -0.59050 -0.9974
C -0.22346 -2.49965 -4.69323 0.1315
S -0.32725 -1.60082 -6.05576 -0.2106
S -1.55144 -3.70677 -4.49041 -0.2424
C -2.59307 -3.03259 -3.16967 -0.6726
C -2.70120 -1.50432 -3.14272 0.1296
C -4.10828 -0.99895 -2.79222 -1.5244
N -4.33936 -0.88240 -1.33462 0.0859
C -3.97164 0.24571 -0.66129 0.2568
N -3.36843 1.34433 -1.30101 -0.3252
N -4.20388 0.34328 0.63298 0.5100
C -3.86290 1.58988 1.36351 -0.9020
B -2.32838 1.68225 1.82340 0.8699
O -1.88594 0.93404 2.87640 -0.5506
O -1.48524 2.55174 1.19177 -0.5112
C -4.85563 -0.73913 1.38204 -0.6175
C -4.18455 -2.12538 1.46117 -0.4204
C -4.51373 -2.76734 2.79357 -1.6477
I -2.05836 -2.18668 1.13341 0.2877
H 4.82778 -1.29714 2.01475 0.0975
H 4.16790 -0.41399 0.65312 0.2802
H 5.92300 -0.40546 0.95760 0.4438
H 5.69520 -3.01448 0.67292 0.5042
H 5.74974 -2.03523 -0.79150 0.4075
H 3.00284 -2.14878 -0.01880 0.3572
H 3.75005 -2.96241 -1.37757 -0.5274
H 4.12397 -4.96876 -0.12236 0.2888
H 3.90011 -4.13018 1.40975 0.4794
H 1.47719 -3.90225 0.95475 0.2560
H 2.06032 -5.56260 1.04131 0.3911
H 0.65741 -5.72089 -0.73811 0.5051
H 2.19734 -5.44560 -1.56124 0.4195
H 1.10206 -2.85330 -1.18261 0.0429
H -0.26620 -3.84140 -1.60478 -0.3681
H 0.89000 -4.55073 -3.67084 0.5081
H 2.32582 -3.72532 -3.13613 0.4518
H 2.23744 -1.90015 -5.17917 0.4034
H 2.75025 -1.83874 -3.50690 0.5568
H 0.83836 0.12442 -3.49766 0.0732
H 1.51873 0.28589 -5.12474 0.3857
H 3.26350 0.16278 -2.64428 0.2511
H 3.72607 0.52751 -4.30389 0.2280
H 2.78639 2.64080 -4.31624 0.3910
H 1.72121 2.31128 -2.93734 0.2163
H 3.45762 2.66186 -1.39454 0.3137
H 4.69224 2.15278 -2.56114 0.4480
H 4.90885 4.26534 -3.47463 0.4092
H 3.21706 4.66959 -3.18466 0.3997
H 4.90307 5.96429 -1.80326 0.3441
H 5.20948 4.45556 -0.91687 0.2957
H 3.01048 6.35277 -0.55229 0.3561
H 3.39864 4.95656 0.43434 0.2584
H 2.35473 4.78825 -0.98059 0.2245
H -2.24777 -3.40616 -2.20867 0.1970
H -3.55582 -3.50657 -3.36191 0.5093
H -2.02224 -1.17404 -2.34867 0.2143
H -2.33783 -1.05690 -4.06714 0.3783
H -4.36449 -0.07500 -3.30467 0.4757
H -4.84180 -1.73340 -3.11916 0.4445
H -3.94892 -1.70857 -0.88468 -0.0706
H -4.00750 1.81306 -1.93923 0.2963
H -2.56370 1.02126 -1.83382 0.2198
H -4.16131 2.45194 0.77492 0.3937
H -4.47728 1.61855 2.26390 0.0591
H -0.99124 0.60538 2.71626 0.1929
H -1.80568 2.81509 0.32046 0.2621
H -5.83686 -0.90283 0.92628 0.3356
H -5.03507 -0.38138 2.39085 0.3996
H -4.58715 -2.76063 0.67599 0.5772
H -4.13254 -3.78614 2.82742 0.4698
H -5.59837 -2.82212 2.91168 0.4328
H -4.07813 -2.21222 3.62275 0.4178
C 1.84650 1.32178 5.02122 -0.0654
C 2.28933 0.27507 4.33075 -0.3342
C 3.52352 -0.44841 4.72810 0.1914
O 3.91977 -1.39801 4.08491 -0.5494
C 4.25098 0.03899 5.92671 -0.5092
C 3.81171 1.08608 6.62043 -0.4771
C 2.57619 1.80576 6.22200 0.2586
O 2.16399 2.76103 6.84463 -0.4932
H 0.95182 1.87203 4.75194 0.5317
H 1.78385 -0.09902 3.44893 0.5051
H 5.14857 -0.50354 6.19453 0.4335
H 4.32350 1.46185 7.49708 0.4396
C 2.22840 -4.97548 -6.97760 -0.0547
C 2.17776 -5.57751 -8.16229 -0.5001
C 3.36924 -6.26446 -8.72838 0.2755
O 3.32457 -6.81184 -9.80715 -0.5348
C 4.61691 -6.25139 -7.91928 -0.3740
C 4.66541 -5.64847 -6.73453 -0.4611
C 3.47495 -4.96681 -6.17240 0.2498
O 3.51496 -4.41573 -5.08931 -0.3740
H 1.37454 -4.46315 -6.54936 0.4642
H 1.28155 -5.59716 -8.76919 0.4530
H 5.47071 -6.75672 -8.35216 0.4061
H 5.56170 -5.62465 -6.12787 0.4303
C -7.21153 3.34311 4.47084 -0.4217
C -7.11875 4.67065 4.47295 -0.3569
C -7.25599 5.45740 3.21837 0.2866
O -7.16273 6.66348 3.21500 -0.5319
C -7.50675 4.70214 1.96006 -0.4055
C -7.60192 3.37542 1.96281 -0.2746
C -7.45696 2.59247 3.21589 0.4468
O -7.52742 1.37869 3.20525 -0.5993
H -7.11531 2.75042 5.37171 0.4553
H -6.94109 5.24106 5.37569 0.5068
H -7.60635 5.29518 1.05965 0.4385
H -7.78756 2.80402 1.06131 0.4541
C -2.99449 6.08541 7.11161 -0.3698
C -2.72636 5.35702 6.03169 -0.4170
C -1.42322 4.66239 5.87718 0.3683
O -1.18547 3.99031 4.89254 -0.4407
C -0.42837 4.81153 6.96717 -0.2864
C -0.69790 5.53754 8.04943 -0.4454
C -2.00098 6.23151 8.20972 0.3107
O -2.25181 6.89190 9.19409 -0.5385
H -3.93560 6.60256 7.24914 0.4153
H -3.43318 5.23480 5.22049 0.4863
H 0.51224 4.29537 6.82585 0.5147
H 0.01045 5.65928 8.85898 0.4445
```

## Properties
Multiplicity = 1
Energy relative to the best compared isomer or geometry (same formula, charge and spin) = 0.0 kcal per mole
Total charge = +1
Strongest force on any atom = 1.521 eV/Å

***

| no. | molecular weight (g/mol) |
| --- | --- |
| 1 | 613.70 |
| 2 | 238.51 |
| 3 | 126.18 |
| 4 | 1075.96 |